Formula: C3H7O2Sc
Source: the Open Molecules 2025 dataset
Level of theory: wB97M-V/def2-TZVPD

Each line ends with the Mulliken charge.
CARTESIAN COORDINATES (ANGSTROEM)
C -0.24046 1.20747 -0.41361  -0.7346
O -1.24707 0.90611 0.58952  -0.2411
C -1.82106 -0.27069 0.54305  0.5670
C -1.78827 -1.15834 -0.49519  -1.3758
H 2.27467 0.77962 0.46467  0.4978
H -0.83232 1.60792 -1.25640  0.3297
H 0.45014 2.05161 -0.31088  0.3928
H -2.22451 -0.56708 1.51606  0.4041
H -1.66221 -0.82446 -1.53018  0.6053
H -2.19500 -2.15347 -0.31709  0.3537
Sc 0.67990 -0.96896 -0.71495  1.4676
O 2.35740 -0.28348 0.23717  -0.6664
H 3.26721 -0.50237 0.01107  0.3999

Cartesian forces, eV/Å:
C -0.82 -1.44 -2.19
O 1.01 0.57 0.75
C 0.55 0.12 0.62
C 1.30 -0.74 -0.18
H 0.67 -3.59 -0.58
H 0.35 -0.69 -0.37
H -0.21 -0.15 1.54
H -0.25 0.26 -0.27
H -0.26 0.10 -0.02
H -0.20 0.31 -0.24
Sc -2.07 1.53 0.07
O -0.86 3.59 0.61
H 0.80 0.11 0.25

Results
energy relative to the best compared isomer or geometry (same formula, charge and spin): 9.71 kJ/mol
net charge: +2


Formula: C5H5N2
Source: the Open Molecules 2025 dataset
Level of theory: wB97M-V/def2-TZVPD

Each line ends with the Mulliken charge.
CARTESIAN COORDINATES (ANGSTROEM)
C 2.06510 -0.70715 -0.11669  -0.1615
C -0.16931 -1.07646 0.02529  0.5486
C 1.06823 -1.66329 -0.00792  -0.5955
C 2.23654 1.78099 -0.04293  0.0266
C -2.21833 0.26281 -0.08362  -0.7185
N 2.05982 0.59832 -0.11826  -0.0884
N -1.23357 -0.62957 -0.00236  0.1303
H 1.00103 -2.67477 0.14072  0.4649
H 2.86259 2.59780 0.10499  0.3989
H -1.96154 1.27027 -0.37344  0.3394
H -2.50765 0.37353 0.95995  0.3520
H -3.20290 -0.13248 -0.48573  0.3032

Cartesian forces, eV/Å:
C -0.36 -1.61 0.35
C -2.63 0.38 -0.25
C 1.39 4.35 -0.20
C -1.67 -3.91 -0.13
C -5.11 1.45 1.61
N 0.41 1.74 0.07
N 4.21 -1.84 -0.84
H 1.22 -2.50 0.09
H 1.01 1.13 0.00
H 0.37 -0.08 -0.78
H -0.36 0.46 0.38
H 1.52 0.42 -0.30

Results
energy relative to the best compared isomer or geometry (same formula, charge and spin): 297.81 kJ/mol
net charge: +1


Formula: C6H11BrNO
Source: the Open Molecules 2025 dataset
Level of theory: wB97M-V/def2-TZVPD

Each line ends with the Mulliken charge.
CARTESIAN COORDINATES (ANGSTROEM)
C 1.68592 0.31087 0.54250  -1.0194
C 0.70806 1.46476 0.32122  -0.5784
C 1.42718 -0.66557 -0.60963  -0.4865
C -0.63893 0.80112 0.71490  -0.8373
C 0.01133 -1.17011 -0.81033  -1.0551
C -1.09169 -0.08087 -0.46590  0.4202
N -2.36149 -0.75358 -0.22768  -0.4998
O -2.24894 -1.55481 1.34189  -0.7029
Br -3.72046 0.54025 -0.07102  -0.2042
H 2.76447 0.48289 0.50050  0.3288
H 1.45820 -0.24141 1.35479  0.4917
H 0.94070 2.18535 1.16450  0.2751
H 0.72752 1.80237 -0.71558  0.4168
H 1.85047 -0.11720 -1.51424  0.3461
H 2.10997 -1.53784 -0.43883  0.3152
H -0.68393 -0.01542 1.41905  0.4135
H -1.34305 1.57249 0.97592  0.4614
H 0.13047 -1.46217 -1.84663  0.1706
H -0.28937 -2.02283 -0.20787  0.3572
H -1.43642 0.46171 -1.42757  0.3872

Cartesian forces, eV/Å:
C 0.70 0.52 -3.98
C 0.42 -1.12 3.69
C 2.11 -0.01 0.03
C 0.05 0.14 -2.55
C -0.52 1.23 0.23
C -0.93 0.67 -2.13
N 0.33 -3.22 3.61
O -0.05 2.07 -3.69
Br -0.35 0.24 0.15
H -0.01 0.61 0.23
H -0.65 -1.18 3.33
H -0.25 0.14 -1.55
H 0.00 0.50 0.29
H -0.78 -0.83 0.57
H -0.45 0.42 -0.39
H 0.64 0.26 1.29
H -0.62 -0.02 -0.05
H -1.35 -0.24 -0.45
H 0.38 -0.16 0.23
H 1.35 -0.03 1.16

Results
net charge: -1


| no. | HOMO (eV) | gap between HOMO and LUMO (eV) | calculated total energy (Ha) |
| --- | --- | --- | --- |
| 1 | -18.5 | 7.7203 | -1028.94088 |
| 2 | -13.3 | 7.6337 | -302.57039 |
| 3 | -3.2 | 6.8227 | -2939.08149 |